{"formula": "C78H177N11O13", "method": "the ωB97M-V functional and the def2-TZVPD basis", "species": ["C", "C", "C", "C", "C", "C", "N", "O", "C", "C", "C", "H", "H", "H", "H", "H", "H", "H", "H", "H", "H", "H", "H", "H", "H", "H", "H", "H", "H", "H", "C", "C", "C", "C", "C", "C", "N", "O", "C", "C", "C", "H", "H", "H", "H", "H", "H", "H", "H", "H", "H", "H", "H", "H", "H", "H", "H", "H", "H", "H", "C", "C", "C", "C", "C", "C", "N", "O", "C", "C", "C", "H", "H", "H", "H", "H", "H", "H", "H", "H", "H", "H", "H", "H", "H", "H", "H", "H", "H", "H", "C", "C", "C", "C", "C", "C", "N", "O", "C", "C", "C", "H", "H", "H", "H", "H", "H", "H", "H", "H", "H", "H", "H", "H", "H", "H", "H", "H", "H", "H", "C", "C", "C", "C", "C", "C", "N", "O", "C", "C", "C", "H", "H", "H", "H", "H", "H", "H", "H", "H", "H", "H", "H", "H", "H", "H", "H", "H", "H", "H", "C", "C", "C", "C", "C", "C", "N", "O", "C", "C", "C", "H", "H", "H", "H", "H", "H", "H", "H", "H", "H", "H", "H", "H", "H", "H", "H", "H", "H", "H", "C", "O", "C", "C", "N", "C", "C", "O", "C", "H", "H", "H", "H", "H", "H", "H", "H", "H", "H", "H", "H", "H", "H", "H", "C", "O", "C", "C", "N", "C", "C", "O", "C", "H", "H", "H", "H", "H", "H", "H", "H", "H", "H", "H", "H", "H", "H", "H", "C", "C", "C", "O", "C", "N", "H", "H", "H", "H", "H", "H", "H", "H", "H", "H", "H", "C", "C", "C", "O", "C", "N", "H", "H", "H", "H", "H", "H", "H", "H", "H", "H", "H", "C", "C", "C", "O", "C", "N", "H", "H", "H", "H", "H", "H", "H", "H", "H", "H", "H"], "positions_angstrom": [[-2.2064, 0.1599, 10.1308], [-1.7025, 0.0046, 8.6963], [-2.9245, -0.7194, 7.9799], [-3.1725, -0.3134, 6.5264], [-2.9938, 1.2345, 6.3044], [-1.6356, 1.7220, 6.7572], [-1.4843, 1.3701, 8.2260], [-0.2873, 1.9680, 8.7400], [-0.6178, 1.1533, 5.8358], [-1.7054, 3.3069, 6.6604], [-0.3764, -0.9125, 8.5332], [-3.1844, 0.6406, 10.1532], [-1.4921, 0.6093, 10.8207], [-2.2056, -0.7955, 10.6555], [-2.7569, -1.7793, 8.1712], [-3.8465, -0.6472, 8.5568], [-4.1959, -0.4841, 6.1926], [-2.3723, -0.7305, 5.9149], [-3.7156, 1.9510, 6.6964], [-3.0172, 1.3409, 5.2199], [0.3504, 1.5685, 6.1158], [-0.4771, 0.0728, 5.8072], [-0.7606, 1.4057, 4.7851], [-2.6289, 3.6933, 7.0917], [-0.8484, 3.8032, 7.1159], [-1.8543, 3.6431, 5.6343], [0.4763, -0.3880, 8.9642], [-0.1631, -1.1035, 7.4814], [-0.3963, -1.9438, 8.8854], [-0.7115, 2.5541, 9.3710], [8.7509, -1.3405, 2.3484], [7.5596, -2.4234, 2.6069], [7.2430, -2.3088, 4.1578], [6.4269, -1.1022, 4.5684], [5.0716, -1.1282, 3.7041], [5.3524, -1.1833, 2.1787], [6.2951, -2.2602, 1.8830], [6.2605, -2.6797, 0.4987], [3.9900, -1.6107, 1.6465], [5.8726, 0.1694, 1.6777], [7.9610, -3.8818, 2.3432], [8.4322, -0.3688, 2.7256], [8.8070, -1.1787, 1.2719], [9.6695, -1.7947, 2.7198], [6.6836, -3.1793, 4.5004], [8.1318, -2.1552, 4.7697], [6.8913, -0.1388, 4.3579], [6.0621, -1.1107, 5.5955], [4.3857, -0.3449, 4.0269], [4.5183, -2.0043, 4.0422], [3.2179, -0.9943, 2.1068], [4.1694, -1.3159, 0.6125], [3.7789, -2.6534, 1.8837], [6.5615, 0.5191, 2.4465], [6.4458, -0.0027, 0.7667], [5.1551, 0.9637, 1.4717], [8.1317, -3.9709, 1.2704], [7.1056, -4.5256, 2.5477], [8.8326, -4.2744, 2.8669], [5.9808, -3.5979, 0.4821], [-7.5109, -7.2480, -1.8049], [-6.8824, -5.7788, -1.5994], [-5.3343, -5.9940, -1.8955], [-4.4752, -4.7015, -2.2516], [-5.1769, -3.9913, -3.3949], [-6.6916, -3.6246, -3.0161], [-7.4599, -4.8535, -2.6064], [-8.8655, -4.6420, -2.5630], [-6.7137, -2.4441, -2.1231], [-7.3308, -3.1975, -4.3570], [-7.0318, -5.3924, -0.1233], [-8.0180, -7.2516, -2.7697], [-8.2631, -7.3395, -1.0213], [-6.8132, -8.0402, -1.5333], [-4.8390, -6.4883, -1.0597], [-5.2876, -6.7250, -2.7027], [-3.4675, -4.9657, -2.5722], [-4.4026, -3.9023, -1.5139], [-5.0074, -4.6443, -4.2511], [-4.6457, -3.0461, -3.5062], [-6.7149, -1.4539, -2.5786], [-7.6074, -2.4142, -1.4997], [-5.9840, -2.5781, -1.3246], [-7.4487, -3.9716, -5.1153], [-8.3142, -2.7881, -4.1260], [-6.6527, -2.4183, -4.7050], [-6.7822, -6.2490, 0.5029], [-8.0828, -5.1959, 0.0883], [-6.5401, -4.4863, 0.2307], [-9.2781, -5.1574, -3.2599], [0.5778, -4.1928, 4.7790], [-0.3132, -5.4936, 5.1021], [-1.0276, -5.3111, 6.4893], [-2.2488, -4.2669, 6.5096], [-3.2823, -4.7220, 5.5013], [-2.6154, -4.7987, 4.0826], [-1.3277, -5.5656, 4.0232], [-0.8003, -5.7276, 2.7533], [-3.6711, -5.5563, 3.1140], [-2.4792, -3.3160, 3.4867], [0.6335, -6.6716, 5.2188], [1.5169, -4.2854, 5.3246], [0.1401, -3.2641, 5.1451], [0.9037, -3.9960, 3.7577], [-1.3343, -6.3061, 6.8118], [-0.3200, -4.9619, 7.2413], [-1.9469, -3.2351, 6.3298], [-2.6324, -4.2446, 7.5296], [-4.1328, -4.0408, 5.4730], [-3.6898, -5.7120, 5.7063], [-4.5969, -5.0163, 2.9152], [-3.2444, -5.4826, 2.1138], [-3.8469, -6.5932, 3.4003], [-1.8579, -2.6378, 4.0716], [-2.0009, -3.3306, 2.5074], [-3.5129, -2.9969, 3.3536], [1.4205, -6.4548, 5.9411], [0.9229, -6.8346, 4.1806], [-0.0104, -7.5290, 5.4148], [-0.8705, -6.6783, 2.6398], [-4.3067, 3.5240, -0.0166], [-3.6826, 2.5676, 1.0539], [-4.3744, 2.6393, 2.4986], [-5.7085, 1.8830, 2.6879], [-5.4870, 0.4252, 2.2828], [-4.8295, 0.2144, 0.8704], [-3.7038, 1.0693, 0.6084], [-2.9267, 0.8387, -0.5289], [-4.3128, -1.2550, 0.6565], [-5.9056, 0.3297, -0.2128], [-2.1945, 3.0254, 1.2253], [-3.6357, 4.3117, -0.3594], [-5.3149, 3.8345, 0.2577], [-4.4422, 3.0147, -0.9707], [-3.6338, 2.4020, 3.2623], [-4.6217, 3.6629, 2.7802], [-6.4592, 2.2940, 2.0130], [-6.1709, 1.9436, 3.6731], [-6.5162, 0.0778, 2.1927], [-5.0442, -0.2258, 3.0367], [-5.0085, -2.0549, 0.9102], [-4.0005, -1.5366, -0.3492], [-3.4674, -1.4246, 1.3233], [-5.3987, 0.2652, -1.1756], [-6.7309, -0.3815, -0.2495], [-6.3550, 1.3214, -0.2633], [-1.8092, 2.1594, 1.7636], [-1.9163, 3.8338, 1.9014], [-1.6469, 3.0783, 0.2843], [-2.3720, 0.0902, -0.2971], [5.9237, -1.3102, -6.5647], [4.8447, -1.2858, -5.4026], [5.1708, -2.3350, -4.2844], [6.1442, -1.8413, -3.2133], [5.7393, -0.4545, -2.6715], [5.6841, 0.6114, -3.8056], [4.8160, 0.1027, -4.8671], [4.5082, 1.0789, -5.8380], [5.0453, 1.8020, -3.1306], [7.0960, 0.9049, -4.3390], [3.5268, -1.7652, -6.0278], [6.9623, -1.2141, -6.2482], [5.8647, -0.3658, -7.1057], [5.7275, -2.1082, -7.2808], [4.3074, -2.8853, -3.9104], [5.7698, -3.0789, -4.8096], [7.1918, -1.8325, -3.5144], [6.0995, -2.5628, -2.3975], [6.4887, -0.0334, -2.0013], [4.7613, -0.5140, -2.1939], [5.4629, 2.0471, -2.1541], [5.1828, 2.7078, -3.7212], [4.0160, 1.6151, -2.8243], [7.5017, 0.0169, -4.8238], [7.0788, 1.7697, -5.0023], [7.8298, 1.2605, -3.6157], [2.6598, -1.7782, -5.3674], [3.6529, -2.8292, -6.2276], [3.3488, -1.2088, -6.9481], [3.5606, 1.0596, -5.6852], [1.2609, 3.0131, 3.0603], [2.2031, 3.8720, 3.7594], [2.1311, 5.1762, 3.2117], [0.8516, 5.9696, 3.7369], [0.4456, 7.0821, 2.9230], [1.4225, 8.1809, 2.9480], [0.7219, 9.5480, 2.7922], [0.4570, 9.8456, 1.4509], [-0.5298, 10.8240, 1.1537], [1.3948, 1.9481, 3.2501], [1.3647, 3.1592, 1.9851], [0.2309, 3.3076, 3.2616], [2.2543, 5.1885, 2.1287], [2.9453, 5.8300, 3.5245], [1.0764, 6.3249, 4.7426], [0.0795, 5.2016, 3.6894], [0.4192, 6.6868, 1.9940], [2.1892, 7.9894, 2.1973], [1.9006, 8.0136, 3.9131], [1.3789, 10.2663, 3.2826], [-0.1808, 9.4621, 3.3971], [-0.6670, 11.6259, 1.8792], [-1.5546, 10.4599, 1.2270], [-0.3692, 11.2862, 0.1797], [-1.5280, 1.1282, -8.6518], [-2.6091, 0.4317, -8.0894], [-2.5080, 0.3788, -6.6665], [-3.7038, -0.4054, -5.9654], [-3.5831, -1.8263, -5.8152], [-2.5371, -2.3132, -4.8608], [-1.8859, -3.7861, -5.1012], [-0.9492, -3.7514, -6.1065], [-0.2786, -4.9682, -6.2297], [-1.8995, 2.1521, -8.6121], [-1.3301, 0.9425, -9.7074], [-0.5954, 1.1924, -8.0912], [-2.5173, 1.4071, -6.3050], [-1.5565, -0.0288, -6.3251], [-4.6646, -0.1466, -6.4102], [-4.1174, -0.1782, -4.9828], [-3.4006, -2.0243, -6.7886], [-2.8544, -2.1492, -3.8309], [-1.7349, -1.5798, -4.9425], [-2.6704, -4.4409, -5.4807], [-1.5408, -4.1181, -4.1220], [0.0774, -5.5531, -5.3816], [0.5144, -4.9162, -6.9757], [-1.0286, -5.6738, -6.5870], [2.0343, 3.8818, -0.8927], [1.4035, 4.4721, -2.1521], [0.0505, 3.8896, -2.4748], [-0.0922, 3.8782, -3.8669], [-1.4652, 3.8523, -4.4097], [1.6554, 5.8613, -2.3827], [2.5000, 2.9526, -1.2211], [1.3329, 3.8798, -0.0583], [2.8720, 4.5137, -0.5978], [1.9695, 4.0210, -2.9671], [-0.7992, 4.2526, -1.8967], [0.0698, 2.8234, -2.2490], [-2.0074, 4.5693, -3.7932], [-1.9159, 2.8664, -4.2955], [-1.4001, 4.0980, -5.4696], [2.6241, 6.1437, -2.4278], [1.1637, 6.2799, -3.1593], [-0.5743, -0.2774, -2.8765], [0.3072, 0.1975, -1.7658], [0.5151, -0.8702, -0.6440], [-0.6770, -0.8732, 0.1908], [-0.5157, -0.7521, 1.6277], [1.6132, 0.4579, -2.4121], [-1.5413, -0.3922, -2.3867], [-0.3136, -1.1660, -3.4515], [-0.6823, 0.5469, -3.5815], [-0.0355, 1.0213, -1.1396], [1.3176, -0.4933, -0.0099], [0.9359, -1.8107, -0.9996], [0.1791, -1.5486, 1.8939], [-1.4623, -0.9014, 2.1471], [-0.1113, 0.2015, 1.9672], [1.3584, 1.0490, -3.1904], [2.0522, 1.0338, -1.7081], [5.6700, 5.9522, -9.5541], [5.3256, 5.8972, -7.9843], [5.8453, 4.7646, -7.0499], [5.2975, 4.8482, -5.7606], [3.8670, 4.5746, -5.5873], [5.6985, 7.2221, -7.4133], [5.1771, 5.1365, -10.0830], [6.7507, 5.8277, -9.6223], [5.3995, 6.8928, -10.0339], [4.2379, 5.9596, -8.0174], [6.9349, 4.7919, -7.0421], [5.7848, 3.8088, -7.5703], [3.3629, 5.4594, -5.9760], [3.7114, 4.4659, -4.5140], [3.6397, 3.6505, -6.1188], [5.7916, 7.3074, -6.4113], [5.0621, 7.9453, -7.7166]], "forces_ev_per_a": [[1.249, -0.872, 1.005], [0.203, -1.382, -0.044], [0.252, 0.329, 0.241], [0.349, 1.734, 0.709], [0.083, -0.847, -0.007], [-1.035, 1.076, 1.073], [-0.815, 0.653, -2.085], [-0.629, -0.645, 0.030], [2.166, -0.014, -0.516], [-0.056, -0.868, -0.062], [-0.819, 0.793, -0.203], [0.247, 0.015, 0.122], [0.122, 0.998, -0.377], [-0.789, -0.577, -0.405], [0.418, -0.258, -0.732], [-0.066, 0.952, 0.084], [0.243, -0.856, -0.140], [-0.578, -0.477, -0.399], [-0.602, -0.732, 0.349], [-0.097, 0.268, -0.122], [0.293, -0.054, -0.094], [-0.316, -0.035, 0.466], [-0.342, 0.429, 0.012], [0.070, -0.282, 0.701], [-0.009, -0.079, -0.194], [0.611, -0.272, -0.364], [-0.030, -0.090, 0.001], [-0.052, 0.533, -0.219], [-0.567, 0.172, 0.786], [0.476, 0.316, 0.255], [-2.082, -1.573, -1.027], [0.769, 0.656, 1.346], [-0.197, 0.740, -0.041], [-2.967, 0.503, -1.805], [2.158, -0.386, 1.326], [-0.936, -0.266, 1.561], [-0.541, -0.848, 0.703], [0.774, 1.404, 0.596], [0.748, 1.217, -0.899], [0.327, -0.221, -0.065], [0.138, 0.261, -0.809], [0.542, -0.223, 0.566], [0.342, -0.225, -0.155], [0.020, 0.579, 0.178], [0.210, -0.266, -0.087], [0.605, -0.859, -0.433], [0.374, -0.093, 0.262], [0.613, -0.144, 0.215], [0.281, 0.638, -0.569], [0.154, -0.531, -0.354], [-0.052, 0.138, -0.207], [-1.324, -0.842, -0.586], [0.149, 0.027, -0.497], [0.027, 0.342, -0.242], [-0.007, 0.089, -0.106], [-0.330, -0.210, 0.199], [0.332, -0.160, -0.026], [-0.028, 0.021, 0.269], [0.011, 0.377, 0.158], [-0.190, -0.114, 0.459], [-0.458, 2.158, 1.354], [0.931, -1.032, -0.081], [0.313, 1.490, -0.146], [-1.561, -0.614, -0.228], [-0.573, -0.213, 1.174], [-0.048, -1.902, -3.023], [1.754, -0.440, -0.551], [0.526, 0.392, 1.396], [-0.631, 0.218, 2.364], [0.112, 0.549, 0.647], [-1.169, 0.131, 0.073], [0.473, -0.618, -0.050], [-0.477, -0.063, -0.189], [0.222, 0.060, -0.776], [-0.437, -0.078, 0.342], [0.250, 0.309, -0.408], [0.067, -0.184, 0.212], [0.115, -0.698, 0.945], [-0.794, 0.395, -0.515], [-0.359, 0.052, -0.591], [0.647, -0.234, -0.266], [-0.604, -0.248, -0.284], [0.564, 0.568, -0.220], [0.279, -0.175, 0.226], [-0.010, 0.209, -0.270], [-0.318, 0.138, -0.512], [0.342, 0.094, 0.068], [-0.277, -0.052, -0.088], [0.553, -0.094, -0.319], [0.456, -0.219, -0.301], [0.317, -0.400, 1.146], [0.103, 3.679, -0.143], [-0.703, 1.443, -0.781], [0.979, -1.693, 0.336], [1.145, -0.156, -0.905], [-0.980, 0.560, -1.686], [-1.770, -1.232, 2.822], [0.315, 0.327, -0.294], [1.574, 1.193, -0.095], [-0.028, -1.575, 0.124], [-1.698, -0.115, -1.574], [0.146, 0.019, 0.228], [-0.364, -0.055, 0.026], [-0.525, -0.585, -0.289], [-0.459, 0.057, 0.032], [0.381, -0.064, -0.187], [0.342, -0.082, -0.307], [-0.196, -0.178, 0.071], [0.019, 0.096, -0.298], [0.161, -0.104, 0.355], [-0.252, 0.097, 0.915], [0.350, -0.615, -0.095], [0.033, 0.121, 0.054], [-0.369, -0.006, 0.395], [-0.091, -0.302, -0.157], [0.165, 0.579, 0.120], [-0.061, -0.396, -0.277], [1.098, -0.100, 0.194], [0.381, -0.324, 0.677], [-0.013, -0.094, -0.427], [-0.394, -1.108, -0.392], [-0.229, -0.190, -0.181], [-0.385, 0.752, -0.297], [1.543, -0.616, -1.096], [-0.650, -0.309, -0.754], [-1.154, -1.865, -1.222], [1.113, 2.835, 3.052], [-1.049, 0.406, -0.725], [0.324, -0.176, 1.246], [-0.237, 1.254, -1.107], [-0.066, -2.199, 0.614], [-0.182, 0.499, 0.837], [0.169, 0.515, 0.091], [-0.075, -0.607, 0.061], [0.073, -0.688, -0.089], [0.322, 0.532, -0.617], [0.030, 0.172, -0.193], [0.477, 0.129, 0.209], [0.027, -0.705, -0.228], [0.489, 0.357, 0.162], [-0.582, 0.337, 0.264], [0.048, 0.677, -0.177], [0.236, -0.006, 0.001], [0.097, -0.221, -0.134], [0.235, -0.260, 0.525], [-0.161, 0.241, 0.360], [0.642, -0.246, -0.041], [-0.845, 0.563, -0.319], [-0.194, 0.166, -0.043], [0.655, -0.220, 0.247], [-0.499, 0.686, 0.323], [1.284, 0.154, -0.214], [1.679, 0.546, -1.020], [-0.793, 0.469, 1.147], [0.571, -0.332, -1.308], [0.169, -1.121, 0.554], [-0.927, -1.249, 1.402], [-0.166, -0.386, 0.005], [-0.012, 1.105, 0.233], [0.113, 0.601, 0.084], [0.210, 0.237, 0.091], [-0.015, -0.965, 0.357], [-0.649, 0.018, -0.241], [0.371, -0.181, 0.163], [-0.205, 0.594, 0.261], [-0.293, -0.403, -0.255], [-0.086, 0.034, -0.436], [0.113, -0.002, 0.209], [-0.095, -0.374, 0.405], [-0.023, 0.045, 0.096], [0.792, -0.257, 0.000], [-0.486, 0.065, -0.140], [-0.295, -0.054, -0.779], [0.050, 0.309, -0.064], [-0.290, -0.277, -0.612], [-0.170, -0.369, 0.643], [0.031, 0.675, 0.211], [0.206, 0.009, -0.521], [-0.347, -0.187, -0.049], [-0.291, 0.689, -0.510], [0.279, 0.883, -0.218], [-0.520, -0.590, -0.729], [-0.494, 1.556, 0.960], [0.911, -1.564, -0.895], [-0.051, -0.100, -0.503], [-0.745, -0.621, -0.362], [0.587, -0.821, 0.981], [-0.096, 0.291, -0.694], [-0.677, 0.176, 0.826], [0.322, 0.260, 0.527], [0.275, -0.053, -0.194], [-0.090, -0.218, 0.372], [-0.604, -0.296, -0.392], [0.660, -0.736, 0.453], [-0.311, -0.346, 0.160], [-0.416, 0.375, 0.644], [-0.419, 0.379, -0.455], [0.192, 0.516, -0.205], [0.173, 1.016, 0.203], [0.036, 0.611, -0.233], [-0.303, 0.140, -0.073], [1.105, 0.358, 0.365], [-0.090, -0.918, -0.562], [0.247, -0.378, 0.049], [-0.585, 2.139, 0.002], [0.152, -2.019, 0.676], [-1.242, 0.226, 1.178], [-0.491, 0.953, 0.754], [0.143, -1.449, -1.114], [1.026, 0.185, -1.532], [-2.829, 2.270, 0.311], [1.964, 1.000, 0.476], [-0.712, -1.540, -1.299], [0.394, 0.682, -0.332], [-0.252, -0.721, 0.195], [0.066, -0.847, 0.235], [-0.093, 0.322, 0.190], [0.185, -0.318, -0.272], [0.160, -0.367, -1.295], [1.441, 1.584, 0.809], [0.519, -1.687, 0.036], [-0.459, -0.529, -0.023], [0.672, -0.323, 0.009], [-0.530, -0.324, 0.546], [0.406, -0.184, -0.035], [0.338, 1.061, 0.948], [-0.095, 0.337, 0.117], [-0.125, -0.401, -0.637], [0.142, 1.141, -0.402], [1.579, -1.243, -1.619], [-0.242, -0.938, 0.282], [-1.402, 0.775, -1.975], [1.660, 0.053, 1.412], [-1.144, 1.942, 1.038], [-0.445, -0.358, 0.753], [0.086, -0.564, 0.040], [0.031, 0.121, 0.096], [0.265, -0.910, -0.144], [-0.253, 0.738, -0.223], [0.327, -0.149, 0.862], [-0.468, 0.127, -0.499], [0.012, -0.152, 0.086], [-0.021, 0.203, 0.237], [-0.019, -0.420, 0.061], [-0.082, -0.319, -0.028], [-1.778, 0.923, 0.696], [1.727, -2.391, 0.348], [0.156, 1.635, 0.849], [-0.327, -0.179, -0.169], [0.819, -0.818, -0.970], [-0.697, 0.053, 1.285], [-0.464, -0.373, -0.564], [0.506, -0.025, 0.578], [-0.174, 0.069, -0.266], [-0.646, 0.485, -0.698], [0.292, 0.260, 0.106], [-0.924, -0.541, -0.085], [0.017, -0.007, 0.539], [-0.106, -0.083, -0.466], [0.130, 0.289, -0.385], [0.528, 0.367, -0.294], [0.908, 0.306, -0.359], [0.730, -1.047, 1.946], [-0.697, 1.953, -0.676], [-0.165, 0.542, -1.947], [-0.078, -0.467, 0.523], [1.929, 0.525, -0.747], [0.728, 0.048, -0.408], [0.014, -0.058, 0.027], [0.085, 0.050, -0.368], [-0.130, 0.048, 0.437], [-0.384, -1.009, 0.359], [0.185, 0.797, 0.852], [-1.161, -0.534, 0.197], [-0.567, -0.305, 0.034], [-0.022, -0.003, -0.158], [-0.356, 0.072, 0.018], [-0.144, -0.608, 0.050], [0.003, -0.045, -0.080]], "lowdin_charge": [-0.06, -0.45, -0.13, -0.14, -0.14, -0.49, -0.09, -0.02, -0.05, -0.01, 0.00, 0.09, 0.08, 0.08, 0.09, 0.10, 0.11, 0.08, 0.11, 0.10, 0.10, 0.06, 0.07, 0.07, 0.08, 0.07, 0.07, 0.05, 0.07, 0.10, 0.00, -0.44, -0.15, -0.17, -0.13, -0.52, -0.10, -0.02, -0.04, -0.01, -0.05, 0.05, 0.07, 0.08, 0.11, 0.11, 0.09, 0.11, 0.11, 0.11, 0.07, 0.07, 0.09, 0.06, 0.08, 0.08, 0.07, 0.08, 0.09, 0.09, -0.02, -0.45, -0.10, -0.17, -0.14, -0.47, -0.10, -0.02, -0.05, -0.04, -0.05, 0.08, 0.06, 0.08, 0.10, 0.10, 0.10, 0.09, 0.12, 0.08, 0.09, 0.09, 0.05, 0.09, 0.08, 0.07, 0.08, 0.08, 0.07, 0.10, -0.02, -0.48, -0.09, -0.17, -0.14, -0.40, -0.14, -0.01, -0.03, -0.03, -0.04, 0.06, 0.05, 0.07, 0.11, 0.11, 0.08, 0.10, 0.12, 0.11, 0.07, 0.06, 0.08, 0.05, 0.07, 0.07, 0.09, 0.08, 0.08, 0.11, -0.03, -0.37, -0.12, -0.17, -0.12, -0.47, -0.11, -0.02, -0.03, -0.05, -0.04, 0.07, 0.07, 0.07, 0.09, 0.11, 0.10, 0.11, 0.11, 0.11, 0.08, 0.07, 0.05, 0.08, 0.07, 0.07, 0.06, 0.08, 0.06, 0.05, -0.03, -0.45, -0.12, -0.17, -0.13, -0.51, -0.11, -0.02, -0.04, -0.01, -0.05, 0.06, 0.07, 0.08, 0.11, 0.11, 0.11, 0.09, 0.11, 0.11, 0.09, 0.07, 0.06, 0.06, 0.08, 0.09, 0.08, 0.08, 0.08, 0.10, -0.09, -0.17, -0.22, -0.21, -0.07, -0.19, -0.23, -0.17, -0.11, 0.08, 0.06, 0.05, 0.10, 0.11, 0.12, 0.09, 0.10, 0.12, 0.11, 0.11, 0.12, 0.08, 0.08, 0.09, -0.12, -0.18, -0.18, -0.21, -0.07, -0.15, -0.21, -0.17, -0.13, 0.08, 0.09, 0.08, 0.10, 0.10, 0.11, 0.11, 0.10, 0.09, 0.06, 0.11, 0.11, 0.09, 0.09, 0.08, -0.03, -0.45, -0.22, -0.20, -0.04, 0.05, 0.06, 0.06, 0.08, 0.10, 0.12, 0.10, 0.08, 0.07, 0.08, 0.07, 0.07, -0.05, -0.43, -0.14, -0.22, -0.06, 0.07, 0.07, 0.08, 0.08, 0.12, 0.10, 0.13, 0.08, 0.06, 0.07, 0.06, 0.04, -0.05, -0.38, -0.22, -0.20, -0.05, 0.01, 0.06, 0.06, 0.06, 0.10, 0.12, 0.12, 0.08, 0.07, 0.08, 0.06, 0.06], "multiplicity": 1, "max_force_ev_per_a": 4.31, "gap_ev": 8.192, "homo_energy_ev": -7.830, "smiles": "CC1(C)CCCC(C)(C)N1O.CC1(C)CCCC(C)(C)N1O.CC1(C)CCCC(C)(C)N1O.CC1(C)CCCC(C)(C)N1O.CC1(C)CCCC(C)(C)N1O.CC1(C)CCCC(C)(C)N1O.COC[C@H](C)N.COC[C@H](C)N.COC[C@H](C)N.COCCNCCOC.COCCNCCOC", "e_lumo_ha": 0.0133, "e_above_lowest_ev": 8.1680}